(1)
ORCA calculation (ωB97M-V/def2-TZVPD) on the molecule C8H9N.

The charge is 0. Its LUMO energy is 0.96 eV. Its multiplicity is 1. Its HOMO energy is -8.59 eV.

Geometry (Å):
N (0.645, -1.039, 1.159)
C (-1.630, -0.986, -0.463)
C (1.497, 1.288, -0.027)
C (-1.353, 1.236, 0.363)
C (2.238, 0.092, -0.234)
C (1.336, -1.082, -0.228)
C (-2.251, 0.218, 0.081)
C (0.010, 0.921, -0.404)
C (-0.057, -0.729, -0.188)
H (-3.329, 0.180, 0.343)
H (0.818, -0.058, 1.468)
H (-1.902, -1.232, -1.541)
H (1.556, -2.275, -0.489)
H (2.059, 2.154, 0.171)
H (-1.639, -1.929, 0.432)
H (3.221, 0.121, -0.115)
H (-1.438, 1.989, 1.151)
H (0.218, 1.132, -1.479)


(2)
ORCA calculation (ωB97M-V/def2-TZVPD) on an isolated ion of composition C8H9N2O and charge -1.

The charge is -1. Its LUMO energy is 3.95 eV. Its multiplicity is 1. Its HOMO energy is -1.65 eV.

Geometry (Å):
O (1.703, -2.149, 0.214)
N (0.960, -1.015, 0.161)
N (0.710, 1.294, 0.500)
C (-1.797, 1.163, 0.227)
C (1.754, 0.285, 0.409)
C (-0.526, 0.646, 0.176)
C (-2.754, -1.019, -0.155)
C (-2.967, 0.392, -0.037)
C (2.939, 0.406, -0.589)
C (-1.487, -1.560, -0.087)
C (-0.321, -0.709, 0.119)
H (-3.981, 0.804, -0.107)
H (0.938, 2.313, 0.133)
H (3.222, -0.639, -0.521)
H (-3.554, -1.795, -0.213)
H (-1.532, -2.643, -0.198)
H (2.566, 0.863, -1.546)
H (-1.937, 2.214, 0.282)
H (2.284, 0.135, 1.445)
H (3.782, 1.014, -0.214)


(3)
ORCA calculation (ωB97M-V/def2-TZVPD) on C8H9N2O5SZr as an isolated structure.

The charge is +3. Its LUMO energy is -14.52 eV. Its multiplicity is 1. Its HOMO energy is -20.19 eV.

Geometry (Å):
Zr (0.079, 0.499, 0.140)
S (-0.942, -0.479, 2.069)
O (-0.337, -4.983, -1.987)
O (1.743, 2.572, -2.742)
O (0.122, 4.022, 1.018)
O (3.547, 0.078, 0.679)
O (-2.763, 0.834, -1.636)
N (-3.081, -2.131, 2.059)
N (-0.973, -3.181, 2.274)
C (0.107, 2.885, 0.805)
C (2.431, 0.231, 0.475)
C (1.248, 2.510, -1.719)
C (-1.756, -2.098, 2.127)
C (-4.009, -3.222, 1.687)
C (-1.737, 0.801, -1.089)
C (-1.397, -4.577, 2.390)
C (-0.297, -4.350, -1.022)
H (-3.509, -1.198, 2.054)
H (-4.498, -2.936, 0.754)
H (-2.226, -4.724, 3.086)
H (-1.656, -4.970, 1.406)
H (-0.048, -1.184, -0.243)
H (-4.784, -3.344, 2.454)
H (-0.535, -5.153, 2.747)
H (-3.496, -4.174, 1.556)
H (0.002, -2.953, 2.386)


(4)
ORCA calculation (ωB97M-V/def2-TZVPD) on C8H9N2O5SZr as an isolated structure.

The charge is +3. Its LUMO energy is -14.79 eV. Its multiplicity is 1. Its HOMO energy is -20.02 eV.

Geometry (Å):
Zr (-0.138, -0.349, 0.056)
S (-0.067, -0.556, 2.571)
O (0.312, 5.525, 0.253)
O (3.226, -0.177, -0.471)
O (-3.311, -0.321, -0.955)
O (0.106, -3.869, -0.547)
O (-0.085, -1.558, -4.156)
N (1.624, 1.112, 3.791)
N (-0.520, 2.040, 3.381)
C (-0.007, 4.594, 0.823)
C (2.087, -0.241, -0.567)
C (-0.067, -1.861, -3.063)
C (0.048, -2.743, -0.354)
C (2.440, 2.258, 4.205)
C (0.387, 1.070, 3.256)
C (-2.177, -0.363, -0.813)
C (-0.427, 3.252, 4.169)
H (-1.403, 1.809, 2.913)
H (3.320, 2.379, 3.556)
H (2.767, 2.042, 5.225)
H (0.117, 4.048, 3.655)
H (-0.043, 1.146, 0.785)
H (1.883, 3.181, 4.186)
H (-1.430, 3.618, 4.360)
H (2.136, 0.224, 3.591)
H (0.011, 3.040, 5.145)


(5)
ORCA calculation (ωB97M-V/def2-TZVPD) on C8H9N2PS2 as an isolated structure.

The charge is 0. Its LUMO energy is -0.56 eV. Its multiplicity is 1. Its HOMO energy is -7.80 eV.

Geometry (Å):
S (-1.271, 3.899, 0.161)
S (-0.486, 2.235, -2.831)
P (-0.208, 0.248, -2.695)
N (-0.759, 0.097, -0.977)
N (-1.029, 1.190, -0.210)
C (-0.243, -3.481, -0.454)
C (-0.749, -1.161, -0.392)
C (0.390, 4.747, -0.141)
C (-0.849, 2.379, -0.422)
C (-0.991, -1.298, 1.013)
C (-0.865, -2.485, 1.660)
C (-0.782, -3.628, 0.839)
C (-0.180, -2.236, -1.094)
H (0.145, -4.212, -1.146)
H (-1.209, -0.327, 1.434)
H (-0.837, -4.644, 1.313)
H (0.940, 4.241, 0.587)
H (0.030, 5.769, -0.134)
H (0.502, 4.543, -1.224)
H (-0.966, -2.499, 2.701)
H (0.201, -1.979, -2.002)
H (1.248, 0.145, -2.343)


(6)
ORCA calculation (ωB97M-V/def2-TZVPD) on the molecule C8H9N3.

The charge is 0. Its LUMO energy (alpha / beta) is -0.16 / -0.18 eV. Its multiplicity is 1. Its HOMO energy (alpha / beta) is -7.91 / -7.96 eV.

Geometry (Å):
N (1.365, 2.097, 0.016)
N (2.686, 0.137, 0.094)
N (0.252, 2.518, -0.189)
C (-1.880, 0.346, -1.280)
C (1.496, 0.734, 0.130)
C (0.293, -0.085, 0.037)
C (2.784, -1.193, 0.037)
C (0.444, -1.501, -0.006)
C (-1.023, 0.677, -0.058)
C (1.727, -2.058, -0.111)
C (-1.634, 0.970, 1.287)
H (-2.971, -0.004, -1.018)
H (-1.983, 0.118, 1.923)
H (1.807, -3.126, -0.031)
H (-1.386, -0.361, -1.978)
H (3.835, -1.524, 0.134)
H (-0.857, 1.399, 1.871)
H (-2.483, 1.628, 1.132)
H (-0.431, -2.086, -0.216)
H (-2.042, 1.315, -1.774)


(7)
ORCA calculation (ωB97M-V/def2-TZVPD) on the molecule C8H9N3.

The charge is 0. Its LUMO energy is 0.33 eV. Its multiplicity is 1. Its HOMO energy is -8.30 eV.

Geometry (Å):
N (1.434, -0.578, -0.156)
N (0.344, 1.421, 0.068)
N (2.640, -1.120, -0.237)
C (0.302, -1.323, -0.173)
C (-0.908, -0.668, -0.094)
C (3.448, -0.073, -0.126)
C (1.499, 0.778, 0.124)
C (-2.145, -1.451, 0.205)
C (-2.211, 1.513, -0.234)
C (-0.803, 0.741, -0.156)
C (2.874, 1.072, 0.242)
H (3.272, 2.013, 0.339)
H (-1.998, -1.642, 1.324)
H (4.560, -0.335, -0.161)
H (-2.953, -0.774, -0.011)
H (-2.789, 1.100, 0.644)
H (0.231, -2.363, 0.112)
H (-2.222, -2.370, -0.320)
H (-2.721, 1.503, -1.154)
H (-1.855, 2.557, -0.233)


(8)
ORCA calculation (ωB97M-V/def2-TZVPD) on the molecule C8H9N5.

The charge is 0. Its LUMO energy (alpha / beta) is 0.70 / -1.37 eV. Its multiplicity is 3. As for the expectation value of S²: 2.02. Its HOMO energy (alpha / beta) is -6.70 / -9.37 eV.

Geometry (Å):
N (-1.922, 1.212, 1.367)
N (0.853, -0.797, 2.066)
N (-2.524, 0.180, 1.826)
N (0.726, -2.141, 2.183)
N (-0.278, -0.252, 1.920)
C (-1.582, -0.765, 2.053)
C (0.559, 1.724, -2.413)
C (-0.529, 0.959, 1.128)
C (0.777, 0.473, -3.047)
C (-0.210, 0.686, -0.393)
C (0.200, -0.550, -0.902)
C (0.710, -0.602, -2.179)
C (0.092, 1.810, -1.138)
H (1.168, 0.181, -3.990)
H (0.710, -2.403, 1.169)
H (0.019, 1.910, 1.478)
H (1.024, -1.587, -2.395)
H (-1.809, -1.765, 2.444)
H (-0.068, -1.446, -0.277)
H (0.433, 2.705, -2.751)
H (-0.072, 2.828, -0.625)
H (1.725, -2.360, 2.474)


(9)
ORCA calculation (ωB97M-V/def2-TZVPD) on a 2-piece molecular cluster, C8H9N6 overall.

The charge is +1. Its LUMO energy is -3.49 eV. Its multiplicity is 1. Its HOMO energy is -13.23 eV.

Geometry (Å):
N (0.541, -0.865, 1.478)
N (-3.703, -1.147, 1.557)
N (-3.311, 2.426, 0.477)
N (-0.446, 1.253, -2.708)
N (2.244, 0.059, 0.022)
N (-1.159, -2.498, -1.483)
C (-2.685, 1.522, -0.014)
C (0.781, -0.013, 0.404)
C (-2.041, 0.640, -0.731)
C (-2.001, -1.781, -1.191)
C (-3.348, -0.980, 0.497)
C (-2.862, -0.711, -0.853)
C (-1.193, 1.010, -1.861)
C (1.328, -0.470, -0.939)
H (0.963, -1.748, 1.327)
H (2.749, 0.993, -0.083)
H (1.416, -1.527, -1.163)
H (-0.429, -0.957, 1.925)
H (0.382, 0.936, 0.584)
H (2.935, -0.623, 0.470)
H (-3.625, 2.997, 1.267)
H (-3.538, -0.574, -1.683)
H (0.958, 0.158, -1.646)


(10)
ORCA calculation (ωB97M-V/def2-TZVPD) on a 2-piece molecular cluster, C8H9NO overall.

The charge is 0. Its LUMO energy (alpha / beta) is 0.18 / 0.18 eV. Its multiplicity is 1. Its HOMO energy (alpha / beta) is -8.02 / -8.02 eV.

Geometry (Å):
O (-0.980, -0.168, -1.620)
N (-1.999, 0.396, 2.719)
C (1.076, 2.225, -0.237)
C (-1.599, 1.061, -1.959)
C (0.534, 1.112, -0.286)
C (-2.186, -0.493, 1.983)
C (0.490, -1.365, -0.380)
C (0.078, -0.137, -0.784)
C (2.256, -0.860, 1.484)
C (1.530, -1.635, 0.641)
H (0.180, -2.091, -1.091)
H (1.652, -2.749, 0.802)
H (-2.366, -1.396, 1.456)
H (-2.650, 0.656, -2.281)
H (-1.615, 1.722, -1.043)
H (2.223, 0.217, 1.304)
H (1.462, 3.148, -0.120)
H (-1.004, 1.592, -2.789)
H (2.916, -1.235, 2.202)


(11)
ORCA calculation (ωB97M-V/def2-TZVPD) on a 2-piece molecular cluster, C8H9NO2 overall.

The charge is 0. Its LUMO energy (alpha / beta) is -0.62 / -0.68 eV. Its multiplicity is 1. Its HOMO energy (alpha / beta) is -7.95 / -7.80 eV.

Geometry (Å):
O (1.294, 1.593, 0.068)
O (3.762, 0.661, -0.179)
N (2.397, -1.281, -0.475)
C (-2.995, 1.012, -0.053)
C (-1.172, -1.087, 0.060)
C (-2.523, -1.350, 0.016)
C (0.676, 0.463, 0.125)
C (-0.712, 0.245, 0.048)
C (-1.649, 1.297, -0.011)
C (-3.438, -0.305, -0.036)
C (3.412, -0.722, 0.214)
H (-4.496, -0.517, -0.066)
H (-1.296, 2.317, -0.033)
H (-3.710, 1.821, -0.108)
H (3.271, -0.628, 1.309)
H (2.290, 1.424, 0.071)
H (-0.434, -1.872, 0.092)
H (-2.872, -2.372, 0.028)
H (4.310, -1.357, 0.068)
H (3.887, 0.658, -1.137)


What did we get for relative energy (zero: lowest compared OMol25 entry of this formula, charge and spin)? Answer: 572.8, 0.0, 0.0, 60.2, 320.5, 332.8, 190.1, 0.0, 150.9, 554.3, 577.2 kJ/mol, in the order shown.
What did we get for energy? Answer: -9925.65650, -13467.45234, -33741.04488, -33740.42125, -42377.83681, -12908.76038, -12910.23957, -15885.63588, -17370.63519, -11974.10399, -14020.91104 eV, in the order shown.